Computed, not measured: one molecule with the formula C4H6O2, with the ωB97M-V functional and the def2-TZVPD basis.

Properties
Total charge   0
LUMO   0.8 eV
SMILES   O=C[C@@H]1C[C@@H]1O
Kohn-Sham gap   10.550 eV
Energy above the lowest of the compared OMol25 structures with the same formula, charge and spin   40.0 kcal per mole
Multiplicity   1

Structure (XYZ):
```
12
C4H6O2 | the OMol25 dataset | the ωB97M-V functional and the def2-TZVPD basis
O -1.5287 0.5724 0.6251
C -0.9082 -0.3359 -0.2354
C 0.1251 0.1722 -1.1820
C 0.5459 -0.5957 0.0525
C 1.1475 0.1146 1.2223
O 1.5903 -0.4724 2.1806
H -2.0589 1.1786 0.0926
H -1.5128 -1.1980 -0.5225
H 0.2479 -0.2922 -2.1575
H 0.2908 1.2471 -1.1593
H 0.8961 -1.6151 -0.0687
H 1.1649 1.2244 1.1520
```

Computed, not measured: a 2-piece molecular cluster, C4H15N2O overall, with the ωB97M-V functional and the def2-TZVPD basis.

Properties
Total charge   +2
LUMO (alpha / beta)   -7.0 / -11.9 eV
Kohn-Sham gap (alpha / beta)   10.097 / 5.203 eV
Energy above the lowest of the compared OMol25 structures with the same formula, charge and spin   15.0 kcal per mole
Expectation value of S²   0.75
Multiplicity   2

Structure (XYZ):
```
22
C4H15N2O | the OMol25 dataset | the ωB97M-V functional and the def2-TZVPD basis
N -1.1258 -0.1793 -0.7918
C 0.2238 -0.5882 -0.2602
C 0.8790 -1.6842 -1.0699
C 1.1237 0.6760 -0.0734
N 2.1949 0.4394 0.8724
C 1.9716 0.2967 2.2699
H -1.2222 -0.3370 -1.8032
H -1.3187 0.8142 -0.6085
H -1.8656 -0.7115 -0.3267
H -0.0234 -0.9094 0.7538
H 1.7439 -2.0509 -0.5163
H 0.2472 -2.5645 -1.1535
H 1.2083 -1.2913 -2.0215
H 0.5477 1.4794 0.4109
H 1.4797 1.0272 -1.0361
H 3.0309 -0.0641 0.5604
H 2.9119 0.4814 2.7980
H 1.6039 -0.6974 2.5583
H 1.2017 0.9789 2.6385
H -5.0710 2.1948 -1.6106
H -5.1823 1.0987 -0.5255
O -4.5592 1.5911 -1.0650
```

Computed, not measured: one molecule with the formula H2S4, with the ωB97M-V functional and the def2-TZVPD basis.

Properties
Total charge   0
LUMO   -1.6 eV
SMILES   SSSS
Kohn-Sham gap   7.160 eV
Energy above the lowest of the compared OMol25 structures with the same formula, charge and spin   26.9 kcal per mole
Multiplicity   1

Structure (XYZ):
```
6
H2S4 | the OMol25 dataset | the ωB97M-V functional and the def2-TZVPD basis
S -1.2913 -1.8382 -0.3593
S 2.2981 0.0843 0.3570
S 0.1411 -2.4657 0.8031
S 2.0315 -1.5853 -0.7290
H -1.4619 -0.4455 0.1302
H 1.3262 0.7488 -0.0355
```

Computed, not measured: one molecule with the formula C21H32N4O3, with the ωB97M-V functional and the def2-TZVPD basis.

Properties
Total charge   0
LUMO   0.7 eV
SMILES   CCCCC/C=C/CC(=O)N1CC[C@@H]2C[C@]2(C(=O)NCc2nc(C)no2)CC1
Kohn-Sham gap   9.960 eV
Energy above the lowest of the compared OMol25 structures with the same formula, charge and spin   76.1 kcal per mole
Multiplicity   1

Structure (XYZ):
```
60
C21H32N4O3 | the OMol25 dataset | the ωB97M-V functional and the def2-TZVPD basis
C 5.0160 5.0914 2.9098
C 4.4223 4.3668 1.7088
C 3.1245 3.6416 2.0421
C 2.5205 2.9129 0.8501
C 1.2223 2.1840 1.2030
C 0.6004 1.4857 0.0237
C 1.1184 0.4087 -0.5521
C 0.5493 -0.2250 -1.7870
C 0.8428 -1.7210 -1.8601
O 1.7997 -2.1949 -1.2707
N 0.0362 -2.4776 -2.6525
C 0.3471 -3.8969 -2.8236
C -0.9184 -4.7399 -2.9331
C -1.8235 -4.5336 -1.7500
C -3.3014 -4.4405 -1.8722
C -2.5226 -3.1864 -1.5484
C -2.5452 -2.8373 -0.0850
O -2.9889 -3.6066 0.7529
N -2.0033 -1.6467 0.2863
C -1.9887 -1.2693 1.6780
C -2.0262 0.2053 1.8656
N -1.5980 0.8735 2.8843
C -1.9670 2.1609 2.5632
C -1.7094 3.3228 3.4510
N -2.5675 2.2746 1.4174
O -2.6193 0.9582 0.9430
C -2.4362 -2.0720 -2.5876
C -1.1111 -1.9672 -3.3764
H 5.9437 5.6038 2.6531
H 4.3196 5.8373 3.2988
H 5.2342 4.3911 3.7187
H 4.2369 5.0809 0.9005
H 5.1456 3.6447 1.3181
H 3.3076 2.9246 2.8505
H 2.3982 4.3636 2.4338
H 2.3269 3.6256 0.0414
H 3.2395 2.1892 0.4547
H 1.4248 1.4605 1.9989
H 0.5141 2.9076 1.6119
H -0.2964 1.9334 -0.4008
H 2.0131 -0.0602 -0.1557
H -0.5145 0.0062 -1.8724
H 1.0138 0.2094 -2.6815
H 0.9743 -4.0334 -3.7114
H 0.9348 -4.2012 -1.9601
H -1.4554 -4.5288 -3.8606
H -0.6244 -5.7901 -2.9921
H -1.4655 -4.9649 -0.8222
H -3.7228 -4.4805 -2.8691
H -3.9024 -4.8531 -1.0758
H -1.5853 -1.0325 -0.3891
H -2.8750 -1.7030 2.1470
H -1.1231 -1.6590 2.2172
H -2.0527 4.2416 2.9824
H -2.2291 3.1822 4.3983
H -0.6431 3.3951 3.6641
H -3.2513 -2.1808 -3.3060
H -2.6339 -1.1211 -2.0882
H -0.9408 -0.9347 -3.6753
H -1.1841 -2.5251 -4.3092
```

Computed, not measured: a 8-piece molecular cluster, C25H36Cl2O18 overall, with the ωB97M-V functional and the def2-TZVPD basis.

Properties
Total charge   0
LUMO   0.6 eV
SMILES   O=C1CCCO1.O=C1CCCO1.O=C1CCCO1.O=C1OCCO1.O=C1OCCO1.O=C1OCCO1.O=C1OCCO1.ClCCl
Kohn-Sham gap   10.474 eV
Multiplicity   1

Structure (XYZ):
```
81
C25H36Cl2O18 | the OMol25 dataset | the ωB97M-V functional and the def2-TZVPD basis
C 0.4983 1.7031 -1.6005
Cl 1.6657 1.1855 -2.8103
Cl -1.1335 1.8164 -2.3856
H 0.3732 0.9100 -0.8570
H 0.7895 2.6831 -1.2566
O -0.3085 1.2532 5.3893
C -1.1136 0.7779 4.6227
O -1.4027 -0.5121 4.8711
C -2.5588 -0.9628 4.1224
C -2.8305 0.1810 3.0429
C -1.9335 1.3435 3.4187
H -3.4351 -0.9633 4.7774
H -2.1840 -1.9410 3.7414
H -3.9309 0.3635 3.1946
H -2.6369 -0.1315 2.0058
H -2.5499 2.2803 3.6950
H -1.2963 1.6654 2.6254
O -3.8351 -0.1780 0.0073
C -3.5411 -0.7583 -0.9523
O -4.1359 -0.4889 -2.1894
C -3.4053 -1.1035 -3.2245
C -3.0168 -2.3939 -2.5499
C -2.6995 -1.9096 -1.1711
H -2.5845 -0.5221 -3.5358
H -4.0851 -1.2557 -4.0784
H -2.1916 -2.8946 -3.0701
H -3.9263 -3.0602 -2.6025
H -1.7137 -1.5207 -0.9912
H -2.9885 -2.5060 -0.2140
O 1.6803 0.8624 2.8328
C 2.1413 1.8530 3.4518
O 3.3209 1.7845 4.0749
C 3.6106 3.0032 4.8804
C 2.3613 3.9452 4.6061
C 1.5799 3.2646 3.5051
H 4.5730 3.5152 4.6375
H 3.6858 2.7677 5.9134
H 2.6413 4.9049 4.2713
H 1.7198 4.1028 5.5202
H 1.7103 3.6950 2.4627
H 0.4771 3.2149 3.6625
C 3.1948 -3.3571 -2.5803
C 2.5147 -2.3797 -1.6941
O 1.1381 -2.6442 -2.0277
C 1.0934 -3.1904 -3.2523
O 0.0688 -3.4186 -3.8283
O 2.3196 -3.4822 -3.7002
H 3.3900 -4.3487 -2.1688
H 4.2189 -3.0822 -2.9462
H 2.6929 -1.3887 -1.9403
H 2.7228 -2.4770 -0.6758
C -3.1284 4.0772 -0.4524
C -3.0924 2.8974 0.5169
O -1.7293 2.7960 0.9054
C -1.0687 3.9166 0.4761
O 0.0646 4.1225 0.8105
O -1.7972 4.6792 -0.3657
H -3.7352 4.9212 -0.1492
H -3.2759 3.6905 -1.4549
H -3.3086 1.9447 0.0308
H -3.7590 3.0601 1.3966
C 1.9376 -2.0852 2.6018
C 0.6590 -2.3058 3.4163
O -0.3520 -1.9811 2.3899
C 0.2213 -1.3530 1.3235
O -0.3797 -0.8926 0.4282
O 1.5225 -1.3480 1.4722
H 2.3177 -3.0197 2.2758
H 2.7962 -1.5227 3.0487
H 0.6150 -1.8213 4.3811
H 0.6806 -3.4046 3.4897
C 1.5022 -1.1318 -6.3078
C 2.2114 -2.3098 -7.0582
O 3.6380 -2.2567 -6.6373
C 3.6649 -1.4917 -5.5636
O 4.5883 -1.4269 -4.8135
O 2.5258 -0.7715 -5.3314
H 0.6067 -1.4699 -5.8034
H 1.2041 -0.3603 -6.9657
H 2.2898 -2.0256 -8.1373
H 1.8359 -3.3325 -6.9523
```

| no. | energy (eV) |
| --- | --- |
| 1 | -8338.7259 |
| 2 | -9400.2529 |
| 3 | -43372.2419 |
| 4 | -34398.7610 |
| 5 | -88408.1202 |